A) # CH14N2O4

A 5-piece molecular cluster, CH14N2O4 overall (ωB97M-V with the def2-TZVPD basis set, the OMol25 dataset).

The geometry in XYZ format:
```
21
Properties=species:S:1:pos:R:3:lowdin_charge:R:1
N 0.383 -1.313 -0.071 -0.025
C -0.017 -0.003 0.758 -0.330
N -0.393 1.112 -0.129 -0.030
H -0.503 -1.539 -0.542 0.035
H 0.334 -1.961 0.756 0.049
H -0.988 -0.340 1.284 0.072
H 0.852 0.039 1.448 0.110
H 0.540 1.652 -0.441 0.099
H -0.769 0.861 -1.026 0.043
O 2.444 0.067 -2.754 -0.115
H 2.751 0.996 -2.576 0.019
H 2.537 -0.351 -1.864 0.029
O 1.819 3.060 -2.331 -0.058
H 0.837 3.022 -2.207 0.065
H 2.296 3.785 -1.964 0.027
O -0.596 -1.469 3.211 -0.133
H -1.146 -1.639 4.056 0.090
H -0.742 -0.470 3.227 0.059
O -3.581 -1.598 1.266 -0.040
H -3.823 -1.126 0.529 -0.022
H -2.687 -1.983 1.036 0.055
```

Output
Net charge ... 0
LUMO level ... 0.44 eV
HOMO level ... -9.501 eV
SMILES ... NCN.O.O.O.O

B) # CH14N2O4

A 5-piece molecular cluster, CH14N2O4 overall (ωB97M-V with the def2-TZVPD basis set, the OMol25 dataset).

The geometry in XYZ format:
```
21
Properties=species:S:1:pos:R:3:lowdin_charge:R:1
N 2.857 0.399 -0.531 -0.010
C 1.828 1.313 0.011 -0.350
N 0.598 1.432 -0.741 0.030
H 3.628 0.937 -0.905 0.046
H 2.508 -0.142 -1.307 0.046
H 2.316 2.272 0.158 0.103
H 1.581 0.948 0.990 0.080
H 0.194 0.558 -0.891 -0.011
H 0.805 1.825 -1.625 0.052
O -3.422 -0.136 0.623 -0.078
H -4.071 -0.169 1.317 0.022
H -2.590 0.134 1.079 0.009
O -1.047 -0.133 2.126 -0.037
H -0.601 -0.842 1.690 -0.013
H -0.869 -0.257 3.051 0.047
O -1.300 -0.933 -1.746 -0.070
H -2.187 -0.956 -1.327 0.058
H -1.252 -0.035 -2.148 0.069
O 0.286 -1.862 0.323 -0.033
H -0.040 -1.677 -0.542 -0.017
H 0.777 -2.676 0.394 0.056
```

Output
Net charge ... 0
LUMO level ... 0.66 eV
HOMO level ... -8.891 eV
SMILES ... NCN.O.O.O.O

C) # CH14N2O4

A 5-piece molecular cluster, CH14N2O4 overall (ωB97M-V with the def2-TZVPD basis set, the OMol25 dataset).

The geometry in XYZ format:
```
21
Properties=species:S:1:pos:R:3:lowdin_charge:R:1
N -1.950 1.516 1.168 -0.004
C -2.308 1.962 -0.145 -0.366
N -1.710 1.253 -1.288 -0.007
H -1.088 1.916 1.517 0.061
H -1.954 0.523 1.333 0.060
H -2.030 3.008 -0.227 0.110
H -3.392 1.945 -0.266 0.088
H -1.458 0.296 -1.103 0.054
H -0.980 1.798 -1.730 0.063
O 5.201 -2.443 -0.495 -0.063
H 5.637 -3.172 -0.952 0.037
H 4.672 -2.851 0.197 0.026
O -4.499 1.105 -2.567 -0.089
H -4.652 0.459 -1.866 0.025
H -3.538 0.994 -2.679 0.006
O 3.734 -1.681 3.288 -0.064
H 3.333 -1.053 2.673 0.031
H 3.560 -1.338 4.170 0.034
O 0.746 -1.483 -0.250 -0.066
H 1.473 -2.107 -0.370 0.031
H 1.205 -0.649 -0.411 0.032
```

Output
Net charge ... 0
LUMO level ... 0.17 eV
HOMO level ... -9.176 eV
SMILES ... NCN.O.O.O.O

B) wins, 54.9 kJ/mol ahead of the next structure.

A) # C3H2N4O

A single C3H2N4O molecule (ωB97M-V with the def2-TZVPD basis set, the OMol25 dataset).

The geometry in XYZ format:
```
10
Properties=species:S:1:pos:R:3:lowdin_charge:R:1
O 2.196 -0.612 0.880 0.059
C 1.391 -0.218 -0.040 -0.461
N 1.047 1.190 -0.455 0.166
C -0.261 1.131 -0.370 -0.085
C -1.098 0.045 0.537 -0.121
N -1.085 -1.195 0.390 0.027
N -0.176 -1.778 -0.558 0.035
N 0.940 -1.276 -0.867 0.116
H -0.907 1.980 -0.550 0.089
H -2.048 0.732 1.034 0.175
```

Output
Net charge ... 0
LUMO level ... -1.33 eV
HOMO level ... -10.340 eV
SMILES ... O=c1nccnnn1

B) # C3H2N4O

A single C3H2N4O molecule (ωB97M-V with the def2-TZVPD basis set, the OMol25 dataset).

The geometry in XYZ format:
```
10
Properties=species:S:1:pos:R:3:lowdin_charge:R:1
C 1.122 0.729 -1.141 -0.085
O 2.008 0.175 -0.372 -0.055
N 1.455 -0.552 0.758 0.165
C 0.181 -0.416 0.364 -0.262
N -1.078 -0.657 1.160 0.057
N -2.055 -0.172 0.386 -0.053
N -1.638 0.474 -0.624 0.036
C -0.165 0.409 -0.719 -0.139
H 1.562 1.403 -1.985 0.174
H -1.236 -0.787 2.180 0.162
```

Output
Net charge ... 0
LUMO level ... 0.14 eV
HOMO level ... -9.714 eV
SMILES ... c1onc2[nH]nnc12

C) # C3H2N4O

A single C3H2N4O molecule (ωB97M-V with the def2-TZVPD basis set, the OMol25 dataset).

The geometry in XYZ format:
```
10
Properties=species:S:1:pos:R:3:lowdin_charge:R:1
O 2.425 -0.613 0.778 0.100
C 1.543 -0.384 -0.071 -0.517
N 1.138 0.754 -0.450 0.154
C -0.055 1.113 -0.226 -0.054
C -1.278 0.289 0.307 -0.144
N -1.375 -0.951 0.580 0.046
N -0.551 -1.767 -0.378 0.043
N 0.667 -1.502 -0.643 0.109
H -0.471 2.003 -0.756 0.118
H -2.044 1.057 0.858 0.146
```

Output
Net charge ... 0
LUMO level ... -1.70 eV
HOMO level ... -9.826 eV
SMILES ... O=c1nccnnn1

D) # C3H2N4O

A single C3H2N4O molecule (ωB97M-V with the def2-TZVPD basis set, the OMol25 dataset).

The geometry in XYZ format:
```
10
Properties=species:S:1:pos:R:3:lowdin_charge:R:1
O -0.738 -0.089 2.374 0.133
C -0.707 0.442 1.280 -0.574
N -1.618 0.423 0.289 0.118
N -1.379 -0.169 -0.784 0.097
C -0.073 -0.781 -0.876 -0.084
C 1.044 -0.137 -0.538 -0.148
N 1.212 1.042 0.120 0.067
N 0.373 1.308 0.997 0.132
H -0.015 -1.593 -1.681 0.136
H 1.901 -0.445 -1.179 0.124
```

Output
Net charge ... 0
LUMO level ... -1.33 eV
HOMO level ... -10.029 eV
SMILES ... O=c1nnccnn1

D) wins, 15.6 kJ/mol ahead of the next structure.

A) # C2H4NP

C2H4NP as an isolated structure (ωB97M-V with the def2-TZVPD basis set, the OMol25 dataset).

The geometry in XYZ format:
```
8
Properties=species:S:1:pos:R:3:lowdin_charge:R:1
C 1.353 -0.414 -0.302 -0.412
C 0.073 -0.404 0.336 -0.462
N 1.645 0.632 0.271 0.160
P -1.634 0.014 -0.068 0.776
H 1.832 -1.117 -1.146 0.138
H 0.119 -0.716 1.365 0.042
H -1.546 0.967 -1.196 -0.076
H -1.842 1.038 0.739 -0.166
```

Output
Net charge ... 0
LUMO level ... 0.54 eV
HOMO level ... -9.027 eV

B) # C2H4NP

A 2-piece molecular cluster, C2H4NP overall (ωB97M-V with the def2-TZVPD basis set, the OMol25 dataset).

The geometry in XYZ format:
```
8
Properties=species:S:1:pos:R:3:lowdin_charge:R:1
C -1.861 0.706 -0.312 -0.573
C 0.572 -0.290 -0.295 -0.027
N -3.038 0.361 -0.941 -0.287
P -2.948 -0.391 0.528 0.887
H -1.427 1.791 -0.170 0.074
H 0.938 0.618 0.238 -0.021
H 1.009 -0.607 -1.307 0.002
H 0.409 -1.063 0.426 -0.055
```

Output
Net charge ... 0
LUMO level (alpha / beta) ... -1.36 / -1.36 eV
HOMO level (alpha / beta) ... -7.250 / -7.249 eV

A) wins, 221.4 kJ/mol ahead of the next structure.

A) # C5H11ClN

A 2-piece molecular cluster, C5H11ClN overall (ωB97M-V with the def2-TZVPD basis set, the OMol25 dataset).

The geometry in XYZ format:
```
18
Properties=species:S:1:pos:R:3:lowdin_charge:R:1
C -1.206 0.681 -0.091 -0.388
C -1.355 -1.861 -0.371 -0.099
C 1.566 0.053 0.821 -0.128
C 1.642 1.712 -0.811 -0.161
C -1.947 -0.612 0.211 -0.288
N 1.108 0.485 -0.485 -0.042
Cl -1.797 2.170 0.147 0.900
H -1.720 -2.708 0.304 0.121
H -1.745 -2.062 -1.317 0.065
H -0.302 -1.976 -0.180 0.063
H 1.849 0.765 1.662 0.122
H 2.389 -0.689 0.472 0.154
H 0.873 -0.710 1.189 0.064
H 1.105 2.267 -1.563 0.095
H 2.577 1.533 -1.330 0.125
H 1.905 2.323 0.088 0.108
H -3.129 -0.569 0.025 0.185
H -1.813 -0.801 1.228 0.101
```

Output
Net charge ... +1
LUMO level (alpha / beta) ... -6.11 / -5.97 eV
HOMO level (alpha / beta) ... -13.848 / -13.616 eV

B) # C5H11ClN

A 2-piece molecular cluster, C5H11ClN overall (ωB97M-V with the def2-TZVPD basis set, the OMol25 dataset).

The geometry in XYZ format:
```
18
Properties=species:S:1:pos:R:3:lowdin_charge:R:1
C -1.023 -1.986 -1.822 -0.073
C 0.092 -1.557 -1.285 -0.575
C -0.799 1.508 -0.346 -0.058
C -0.445 1.236 1.169 -0.235
C 0.174 -0.085 1.357 -0.062
N 1.563 -0.111 1.004 0.132
Cl 1.727 -1.359 -1.702 0.703
H -1.100 -2.345 -2.888 0.096
H -1.990 -2.170 -1.316 0.079
H -1.415 0.597 -0.606 0.072
H 0.179 1.498 -0.835 0.072
H -1.531 2.295 -0.379 0.079
H 0.186 2.150 1.323 0.131
H -1.225 1.257 1.883 0.102
H -0.431 -0.796 1.787 0.107
H 1.854 0.161 0.051 0.082
H 2.066 -0.963 1.217 0.163
H 2.117 0.669 1.389 0.184
```

Output
Net charge ... +1
LUMO level (alpha / beta) ... -4.65 / -4.52 eV
HOMO level (alpha / beta) ... -12.937 / -13.134 eV

C) # C5H11ClN

A 2-piece molecular cluster, C5H11ClN overall (ωB97M-V with the def2-TZVPD basis set, the OMol25 dataset).

The geometry in XYZ format:
```
18
Properties=species:S:1:pos:R:3:lowdin_charge:R:1
C -0.374 -0.045 -0.453 -0.110
C -1.164 -2.125 0.299 -0.055
C 0.185 2.249 0.180 -0.010
C 1.927 0.543 0.232 0.108
C -0.439 -1.333 -0.801 -0.196
N 0.403 0.825 -0.033 -0.076
Cl -2.721 0.929 -0.447 0.235
H -1.234 -3.130 0.094 0.060
H -0.668 -1.971 1.319 0.118
H -2.172 -1.811 0.668 0.093
H 0.361 2.517 1.155 0.084
H -0.935 2.457 0.031 0.057
H 0.766 2.804 -0.536 0.115
H 2.053 0.534 1.285 0.103
H 2.433 1.312 -0.220 0.069
H 2.259 -0.424 -0.238 0.126
H 0.487 -1.841 -1.019 0.156
H -1.166 -1.492 -1.516 0.122
```

Output
Net charge ... +1
LUMO level (alpha / beta) ... -6.63 / -6.63 eV
HOMO level (alpha / beta) ... -14.778 / -14.779 eV

C) wins, 157.3 kJ/mol ahead of the next structure.